1.
The following is a quantum chemistry calculation of 2 unconnected molecules or ions with the total composition C3H9N2OS at a distorted geometry, from the Open Molecules 2025 dataset.

Geometry as ORCA input:
```
! wB97M-V def2-TZVPD RIJCOSX def2/J DEFGRID3
* xyz 1 1
C 0.485 -1.144 -0.862
C 0.979 0.398 -1.229
C 0.156 0.698 0.052
N 2.398 0.426 -1.217
N -0.328 -0.497 0.179
O -2.282 1.051 1.822
S -2.246 -0.532 2.438
H -0.015 -1.733 -1.656
H 1.372 -1.679 -0.606
H 0.569 0.630 -2.296
H 0.093 1.617 0.602
H 2.774 0.857 -2.014
H 2.840 0.458 -0.346
H -3.126 -1.203 1.560
H -0.984 -0.808 0.988
H -2.685 1.462 2.584
*
```

Summary:
lowest unoccupied orbital energy = -4.47 eV
energy relative to the best compared isomer or geometry (same formula, charge and spin) = 367.0 kJ/mol
calculated total energy = -702.284600 hartree
HOMO-LUMO gap = 8.86 eV
molar mass = 121.19 g mol⁻¹
HOMO = -0.490 Eh



2.
The following is a quantum chemistry calculation of 2 unconnected molecules or ions with the total composition ClH2NO2Si at a distorted geometry, from the Open Molecules 2025 dataset.

Geometry as ORCA input:
```
! wB97M-V def2-TZVPD RIJCOSX def2/J DEFGRID3
* xyz 0 1
N 0.324 0.438 0.745
O 1.300 0.005 1.350
O -0.220 1.487 1.030
Si -0.331 -0.811 -0.448
Cl -2.289 -0.815 -0.127
H 0.371 1.324 -1.876
H 0.845 -1.629 -0.674
*
```

Summary:
lowest unoccupied orbital energy (spin up / spin down) = -1.11 / -1.35 eV
energy relative to the best compared isomer or geometry (same formula, charge and spin) = 434.8 kJ/mol
calculated total energy = -955.914459 hartree
HOMO-LUMO gap (spin up / spin down) = 7.50 / 8.83 eV
molar mass = 111.56 g mol⁻¹
HOMO (spin up / spin down) = -0.316 / -0.374 Eh



3.
The following is a quantum chemistry calculation of 5 unconnected molecules or ions with the total composition C15H37BrNO4S4 at a distorted geometry, from the Open Molecules 2025 dataset.

Geometry as ORCA input:
```
! wB97M-V def2-TZVPD RIJCOSX def2/J DEFGRID3
* xyz 1 1
Br 4.009 0.106 3.113
C 3.063 -1.648 2.765
C 3.408 -2.294 1.295
C 2.422 -1.814 0.078
C 0.850 -2.251 0.238
C 0.120 -0.788 0.576
N -0.770 -0.841 1.627
C -0.802 -2.305 2.102
C 0.387 -3.272 1.433
H 1.922 -1.557 3.011
H 3.512 -2.404 3.572
H 3.452 -3.466 1.330
H 4.499 -1.899 1.013
H 2.799 -2.200 -0.987
H 2.463 -0.624 0.019
H 0.444 -2.808 -0.735
H 0.423 0.139 -0.081
H -1.329 -0.038 2.040
H -1.076 -2.492 3.228
H -1.769 -2.690 1.522
H -0.144 -4.292 1.158
H 1.146 -3.611 2.257
C 1.563 -7.198 -2.648
S 1.008 -6.199 -1.246
O 1.852 -4.959 -1.214
C 1.631 -7.314 0.034
H 1.311 -6.672 -3.572
H 2.644 -7.344 -2.598
H 1.052 -8.164 -2.632
H 2.708 -7.453 -0.082
H 1.118 -8.276 -0.038
H 1.427 -6.870 1.012
C 1.139 4.226 -0.980
S 0.745 2.599 -1.667
O 1.894 2.188 -2.539
C -0.583 3.174 -2.752
H 1.980 4.118 -0.291
H 1.416 4.914 -1.782
H 0.274 4.612 -0.435
H -0.200 3.928 -3.445
H -1.391 3.595 -2.150
H -0.962 2.321 -3.320
C -4.985 0.888 -2.653
S -4.372 2.418 -3.398
O -3.397 3.029 -2.435
C -5.926 3.331 -3.250
H -4.163 0.170 -2.605
H -5.353 1.085 -1.643
H -5.787 0.477 -3.271
H -6.236 3.377 -2.203
H -6.697 2.840 -3.849
H -5.770 4.346 -3.625
C -0.301 4.395 3.320
S -0.528 6.044 2.614
O -0.409 5.917 1.124
C 1.033 6.724 3.227
H -1.152 3.773 3.031
H 0.620 3.947 2.939
H -0.261 4.466 4.410
H 1.871 6.132 2.852
H 1.029 6.719 4.319
H 1.128 7.752 2.871
*
```

Summary:
lowest unoccupied orbital energy = -4.05 eV
calculated total energy = -5115.700111 hartree
HOMO-LUMO gap = 6.52 eV
molar mass = 503.64 g mol⁻¹
HOMO = -0.389 Eh



4.
The following is a quantum chemistry calculation of a molecular structure, C37H42BiFN5O2 at a distorted geometry, from the Open Molecules 2025 dataset.

Geometry as ORCA input:
```
! wB97M-V def2-TZVPD RIJCOSX def2/J DEFGRID3
* xyz 1 1
Bi -0.860 -0.507 1.710
C -2.972 1.602 4.262
O -2.214 1.537 3.068
C -2.071 2.677 2.328
C -2.922 3.768 2.457
C -2.700 4.929 1.739
C -1.590 5.034 0.918
C -0.745 3.954 0.767
C -0.991 2.743 1.426
N -0.158 1.641 1.222
N 0.961 1.911 0.659
C 2.041 1.145 0.693
C 2.231 0.123 1.667
O 1.260 -0.482 2.290
C 3.556 -0.177 2.084
C 4.632 0.322 1.417
C 4.472 1.159 0.283
C 5.579 1.585 -0.472
C 5.399 2.384 -1.573
C 4.113 2.786 -1.943
C 3.016 2.407 -1.203
C 3.174 1.587 -0.082
H -2.663 2.454 4.874
H -4.045 1.664 4.062
H -2.763 0.673 4.789
H -3.765 3.718 3.127
H -3.393 5.750 1.831
H -1.395 5.946 0.376
H 0.114 4.009 0.116
H 3.667 -0.856 2.916
H 5.633 0.055 1.722
H 6.570 1.274 -0.169
H 6.250 2.691 -2.164
H 3.981 3.392 -2.826
H 2.021 2.713 -1.488
N -0.694 -1.657 4.270
C 0.179 -2.811 4.112
C -0.255 -3.602 2.883
N 0.063 -2.854 1.675
H -0.314 -1.004 4.943
H -1.619 -1.940 4.574
H 0.172 -3.475 4.987
H 1.195 -2.438 3.961
H -1.337 -3.742 2.910
H 0.225 -4.586 2.885
H -0.304 -3.318 0.851
H 1.067 -2.742 1.568
C 1.641 -3.097 -2.705
C 1.523 -2.232 -1.445
C 2.836 -2.257 -0.667
C 1.065 -0.845 -1.840
C 1.798 -0.129 -2.777
C 1.286 1.021 -3.347
C 0.005 1.426 -3.030
C -0.760 0.748 -2.090
C -2.212 1.123 -1.888
C -2.429 2.630 -1.772
C -3.056 0.615 -3.062
C -0.186 -0.353 -1.435
N -0.930 -1.029 -0.421
C -1.842 -1.965 -0.864
C -1.829 -2.385 -2.207
C -2.699 -3.333 -2.701
C -3.649 -3.919 -1.880
C -3.699 -3.529 -0.555
C -2.820 -2.579 -0.075
F -2.948 -2.268 1.266
H 1.780 -4.139 -2.430
H 2.485 -2.789 -3.312
H 0.742 -3.021 -3.311
H 0.744 -2.670 -0.817
H 3.631 -1.760 -1.218
H 3.135 -3.288 -0.488
H 2.724 -1.749 0.287
H 2.759 -0.501 -3.096
H 1.859 1.565 -4.083
H -0.417 2.279 -3.536
H -2.566 0.646 -0.967
H -2.282 3.119 -2.731
H -1.752 3.068 -1.048
H -3.449 2.829 -1.455
H -2.691 1.034 -3.996
H -4.088 0.926 -2.929
H -3.031 -0.467 -3.136
H -1.099 -1.939 -2.861
H -2.629 -3.615 -3.740
H -4.334 -4.657 -2.261
H -4.418 -3.950 0.128
*
```

Summary:
lowest unoccupied orbital energy = -3.67 eV
energy relative to the best compared isomer or geometry (same formula, charge and spin) = 57.4 kJ/mol
calculated total energy = -2173.653504 hartree
HOMO-LUMO gap = 6.48 eV
molar mass = 816.75 g mol⁻¹
HOMO = -0.373 Eh